Here is a 5-piece molecular cluster, C44H80FN3O9Si2 overall at a distorted geometry from the Open Molecules 2025 dataset. Energies are from ωB97M-V/def2-TZVPD.

XYZ file:
```
139
Properties=species:S:1:pos:R:3
C 3.47 -8.63 3.53
C 2.48 -7.91 2.87
Si 2.71 -6.06 2.41
C 4.52 -6.07 1.81
C 4.74 -6.90 0.50
O 4.76 -8.32 0.73
C 1.50 -5.85 0.99
C 1.41 -4.54 0.17
C 2.73 -3.93 -0.39
C 3.01 -2.48 0.05
O 4.11 -2.06 0.11
O 1.97 -1.61 0.33
C 1.82 -0.57 -0.65
C 2.29 0.79 -0.01
O 2.62 -5.26 3.87
Si 1.94 -3.86 4.31
C 1.22 -4.13 6.07
C 1.39 -2.89 6.98
C 0.25 -1.84 6.87
C 0.77 -0.39 6.63
O -0.11 0.28 5.66
C 0.64 0.68 4.58
O 0.44 1.75 4.13
C 0.49 -3.09 3.35
C -0.66 -4.10 2.98
C -1.99 -3.84 3.71
N -3.22 -3.88 2.90
O -2.11 -3.65 4.87
O 3.08 -2.62 4.54
C 4.10 -2.57 3.53
C 5.51 -3.14 3.91
C 5.59 -3.67 5.38
C 6.68 -2.15 3.69
C 7.36 -2.19 2.30
C 7.75 -3.59 1.78
C 8.72 -1.39 2.44
H 4.14 -9.31 2.97
H 3.59 -8.58 4.62
H 1.56 -8.46 2.57
H 4.87 -5.05 1.56
H 5.14 -6.42 2.66
H 3.94 -6.63 -0.22
H 5.74 -6.63 0.10
H 4.26 -8.72 0.01
H 0.48 -6.12 1.34
H 1.73 -6.66 0.26
H 0.79 -4.79 -0.72
H 0.85 -3.71 0.64
H 2.64 -3.85 -1.50
H 3.65 -4.50 -0.22
H 0.73 -0.50 -0.86
H 2.32 -0.78 -1.60
H 3.17 1.11 -0.58
H 1.49 1.54 0.04
H 2.63 0.54 1.01
H 0.14 -4.38 5.97
H 1.71 -5.03 6.49
H 2.39 -2.42 6.91
H 1.35 -3.27 8.03
H -0.32 -1.80 7.82
H -0.50 -2.06 6.10
H 1.82 -0.40 6.29
H 0.65 0.20 7.56
H 1.40 -0.02 4.18
H 0.82 -2.46 2.51
H 0.02 -2.38 4.06
H -0.86 -4.18 1.90
H -0.32 -5.10 3.32
H -3.43 -4.87 2.79
H -2.93 -3.58 1.97
H 4.26 -1.48 3.33
H 3.70 -2.98 2.57
H 5.68 -4.04 3.31
H 4.70 -4.24 5.67
H 6.41 -4.42 5.36
H 5.89 -2.88 6.10
H 6.37 -1.10 3.87
H 7.46 -2.36 4.44
H 6.81 -1.65 1.50
H 7.93 -4.33 2.59
H 6.90 -4.00 1.20
H 8.62 -3.60 1.10
H 9.15 -1.19 1.44
H 8.61 -0.44 2.99
H 9.44 -2.07 2.93
N -0.23 2.30 -2.92
C -0.89 2.39 -1.77
C -2.26 2.26 -1.65
C -3.00 2.04 -2.80
C -2.33 1.95 -4.02
C -0.95 2.08 -4.02
H -0.27 2.57 -0.89
H -2.74 2.34 -0.68
H -4.08 1.94 -2.75
H -2.87 1.77 -4.94
H -0.39 2.01 -4.94
C -5.78 4.16 -4.54
C -5.88 5.55 -5.15
N -5.02 5.75 -6.38
C -3.58 5.53 -5.98
C -5.08 7.21 -6.82
C -6.42 7.73 -7.30
C -5.30 4.76 -7.51
C -6.73 4.63 -8.02
O -7.59 4.17 -7.00
C -8.95 4.56 -7.18
H -4.78 3.97 -4.14
H -6.47 4.10 -3.70
H -6.04 3.37 -5.23
H -5.55 6.29 -4.42
H -6.91 5.78 -5.41
H -3.35 6.17 -5.14
H -2.94 5.78 -6.83
H -3.43 4.49 -5.72
H -4.33 7.33 -7.60
H -4.76 7.79 -5.95
H -6.59 7.49 -8.35
H -6.43 8.82 -7.24
H -7.27 7.37 -6.72
H -4.96 3.79 -7.15
H -4.65 5.07 -8.34
H -6.72 3.88 -8.82
H -7.09 5.55 -8.46
H -9.19 4.75 -8.23
H -9.14 5.47 -6.59
H -9.59 3.77 -6.81
C -5.41 7.85 -1.84
C -4.04 7.61 -1.83
C -3.15 8.66 -1.64
C -3.63 9.95 -1.44
C -5.00 10.19 -1.45
C -5.89 9.14 -1.66
H -6.11 7.03 -2.00
H -3.67 6.60 -1.97
H -2.09 8.47 -1.63
H -2.94 10.76 -1.29
H -5.37 11.19 -1.30
H -6.96 9.33 -1.67
F 5.21 -5.80 4.51
```

For the calculated total energy, the calculation gives -3244.58496 hartree. As for the lowest unoccupied orbital energy: -0.0544 hartree. The calculation puts the maximum force at 3.7 eV Å⁻¹. The orbital gap comes out at 3.466 eV.



Here is a 11-piece molecular cluster, C44H88O11 overall at a distorted geometry from the Open Molecules 2025 dataset. Energies are from ωB97M-V/def2-TZVPD.

XYZ file:
```
143
Properties=species:S:1:pos:R:3
C -7.62 9.15 -13.04
C -7.59 7.77 -12.34
C -7.12 6.76 -13.35
O -7.34 7.43 -14.62
C -7.12 8.84 -14.38
H -6.97 9.87 -12.54
H -8.61 9.59 -13.13
H -8.61 7.57 -12.00
H -6.98 7.68 -11.45
H -7.78 5.89 -13.30
H -6.14 6.28 -13.33
H -7.58 9.45 -15.15
H -6.03 8.89 -14.39
C -5.82 10.63 -8.41
C -6.35 10.53 -9.88
C -5.22 9.81 -10.56
O -4.05 10.25 -9.85
C -4.35 10.43 -8.51
H -6.21 9.78 -7.84
H -6.07 11.55 -7.89
H -6.58 11.52 -10.27
H -7.29 9.98 -9.81
H -5.17 10.20 -11.57
H -5.10 8.73 -10.45
H -3.82 11.35 -8.27
H -4.03 9.58 -7.91
C -5.28 15.40 -7.91
C -6.07 16.66 -8.09
C -7.30 16.16 -8.89
O -6.65 15.28 -9.78
C -5.61 14.58 -9.13
H -5.42 15.00 -6.91
H -4.25 15.76 -8.02
H -5.53 17.43 -8.63
H -6.43 17.10 -7.16
H -7.94 16.81 -9.49
H -7.90 15.54 -8.23
H -4.77 14.41 -9.79
H -6.13 13.67 -8.82
C 0.51 11.10 -7.38
C -0.82 10.96 -6.68
C -0.49 11.13 -5.20
O 0.86 10.72 -5.03
C 1.49 10.99 -6.24
H 0.52 12.07 -7.86
H 0.76 10.34 -8.12
H -1.15 9.92 -6.74
H -1.54 11.65 -7.11
H -1.13 10.50 -4.58
H -0.58 12.16 -4.84
H 2.25 10.28 -6.55
H 2.05 11.91 -6.09
C -11.32 9.34 -8.62
C -12.75 9.11 -9.08
C -12.68 8.27 -10.32
O -11.21 8.01 -10.46
C -10.37 8.69 -9.62
H -11.11 8.94 -7.64
H -11.10 10.41 -8.56
H -13.16 10.11 -9.24
H -13.39 8.64 -8.33
H -12.94 8.90 -11.17
H -13.27 7.37 -10.19
H -9.87 9.54 -10.08
H -9.72 7.98 -9.10
C -10.06 14.30 -10.37
C -11.44 14.35 -10.86
C -11.92 12.86 -11.10
O -10.71 12.15 -11.00
C -9.84 12.86 -10.13
H -9.88 14.90 -9.48
H -9.26 14.59 -11.05
H -11.45 14.94 -11.78
H -12.15 14.73 -10.12
H -12.21 12.85 -12.15
H -12.72 12.53 -10.43
H -8.82 12.48 -10.13
H -10.13 12.51 -9.14
C -7.81 8.08 -4.91
C -9.09 7.59 -4.23
C -9.72 6.78 -5.31
O -9.32 7.37 -6.52
C -8.19 8.24 -6.37
H -7.02 7.36 -4.67
H -7.49 9.04 -4.51
H -9.73 8.43 -3.98
H -8.93 6.95 -3.36
H -10.81 6.79 -5.24
H -9.44 5.73 -5.26
H -8.55 9.27 -6.42
H -7.45 8.06 -7.15
C -1.37 6.60 -5.70
C -0.28 6.87 -6.78
C -1.08 7.09 -8.02
O -2.40 7.41 -7.66
C -2.69 7.02 -6.29
H -1.34 7.30 -4.87
H -1.46 5.57 -5.36
H 0.27 5.93 -6.88
H 0.32 7.76 -6.58
H -1.12 6.14 -8.56
H -0.72 7.90 -8.66
H -3.38 6.20 -6.52
H -3.08 7.90 -5.78
C -2.43 3.79 -10.73
C -3.32 4.72 -9.89
C -3.44 5.99 -10.75
O -3.33 5.42 -12.06
C -3.09 4.03 -12.04
H -2.45 2.78 -10.31
H -1.40 4.13 -10.82
H -2.98 4.83 -8.86
H -4.35 4.37 -9.90
H -2.63 6.63 -10.39
H -4.34 6.53 -10.46
H -2.61 3.56 -12.91
H -4.06 3.55 -12.13
C -9.01 12.36 -14.61
C -8.68 12.58 -13.22
C -7.18 12.71 -13.15
O -6.88 13.23 -14.49
C -7.70 12.55 -15.43
H -9.76 13.04 -15.02
H -9.36 11.35 -14.81
H -9.05 11.83 -12.52
H -9.22 13.52 -13.07
H -6.59 11.80 -13.05
H -6.76 13.40 -12.42
H -7.29 11.62 -15.83
H -8.05 13.20 -16.22
C -5.80 11.62 -2.46
C -4.71 10.72 -3.11
C -4.68 11.23 -4.55
O -5.52 12.36 -4.55
C -5.78 12.88 -3.22
H -5.54 11.83 -1.43
H -6.73 11.07 -2.61
H -4.77 9.63 -3.02
H -3.79 11.10 -2.66
H -4.97 10.49 -5.29
H -3.66 11.58 -4.70
H -6.70 13.43 -3.39
H -4.90 13.49 -2.99
```

As for the SMILES: C1CCOC1.C1CCOC1.C1CCOC1.C1CCOC1.C1CCOC1.C1CCOC1.C1CCOC1.C1CCOC1.C1CCOC1.C1CCOC1.C1CCOC1. For the calculated total energy, the calculation gives -2556.57206 hartree. As for the lowest unoccupied orbital energy: 0.0153 hartree. The calculation puts the maximum force at 4.0 eV Å⁻¹. The orbital gap comes out at 9.494 eV. The relative energy (zero: lowest compared OMol25 entry of this formula, charge and spin) is 4.5637 eV.